Record 1
Here is a cluster of 13 separate species, C39H78O39 in total in a non-equilibrium geometry from the OMol25 dataset. Energies are from ωB97M-V with the def2-TZVPD basis set.

Properties
frontier orbital gap (alpha / beta) = 0.3378 / 0.0765 hartree
lowest unoccupied orbital energy (alpha / beta) = -0.091 / -0.352 Eh
energy above the lowest of the compared OMol25 structures with the same formula, charge and spin = 0.0000 eV

ORCA input file:
```
! wB97M-V def2-TZVPD RIJCOSX def2/J DEFGRID3
* xyz 1 2
C 3.8776 -0.8522 2.2093
O 4.2873 -2.1992 2.1818
C 4.9313 -2.6726 1.0927
O 5.2106 -2.0275 0.1132
O 5.3003 -3.9024 1.3152
C 6.3177 -4.5250 0.4856
H 3.3907 -0.4602 1.3163
H 4.7493 -0.2644 2.4972
H 3.0903 -0.7723 2.9588
H 6.5270 -5.5456 0.8058
H 7.2110 -3.9010 0.5159
H 6.0472 -4.5816 -0.5688
C -2.1393 -3.1276 1.4061
O -2.7153 -4.0661 0.5272
C -1.9402 -4.8753 -0.2865
O -0.7534 -4.7070 -0.5008
O -2.7106 -5.7610 -0.8571
C -2.1880 -6.7546 -1.7840
H -1.4340 -2.4743 0.8925
H -1.5330 -3.6667 2.1340
H -2.9350 -2.5564 1.8842
H -1.3702 -6.3832 -2.4015
H -3.0026 -7.1650 -2.3806
H -1.7764 -7.5902 -1.2179
C 6.2308 -4.4385 -5.3906
O 5.1455 -4.1852 -4.4281
C 4.1459 -5.0041 -4.2225
O 4.0154 -6.0779 -4.7802
O 3.3553 -4.4415 -3.2699
C 2.1891 -5.0608 -2.9147
H 7.0896 -3.8180 -5.1344
H 5.9572 -4.2266 -6.4242
H 6.5481 -5.4737 -5.2646
H 1.5530 -5.4437 -3.7127
H 1.6556 -4.4067 -2.2250
H 2.5363 -5.8879 -2.2955
C -1.0757 1.9584 -2.6758
O -2.2879 2.1962 -1.9545
C -3.0137 1.0977 -1.6914
O -2.7016 -0.1021 -1.9751
O -4.1637 1.4827 -1.1941
C -5.1966 0.5854 -0.9668
H -0.2295 2.4239 -2.1706
H -1.1296 2.4587 -3.6427
H -0.8436 0.9013 -2.8056
H -6.1586 1.0891 -1.0611
H -5.0693 0.1574 0.0275
H -5.1966 -0.2681 -1.6447
C -2.0886 6.1298 -2.5828
O -3.2382 5.7174 -1.8402
C -3.1407 4.9985 -0.7721
O -2.1347 4.5873 -0.2387
O -4.3718 4.8210 -0.3022
C -4.5674 3.9558 0.8229
H -2.3317 6.8259 -3.3856
H -1.5671 5.2786 -3.0205
H -1.4001 6.6278 -1.9001
H -4.0634 2.9897 0.8525
H -5.6355 3.7470 0.8820
H -4.4566 4.5182 1.7500
C 5.6317 4.2614 -3.4927
O 5.8930 2.8333 -3.2493
C 5.0247 2.3065 -2.3457
O 4.1568 2.9025 -1.7529
O 5.3119 1.0365 -2.2969
C 4.5808 0.2496 -1.4705
H 4.5689 4.4095 -3.6839
H 6.1033 4.5389 -4.4354
H 5.9543 4.8707 -2.6484
H 4.9999 0.2692 -0.4646
H 4.7579 -0.7606 -1.8397
H 3.5101 0.4348 -1.3838
C 0.9094 2.3274 5.2767
O 2.0973 2.0815 4.5283
C 2.3335 2.8516 3.5176
O 1.8394 3.9687 3.3193
O 3.1148 2.2654 2.8258
C 3.6036 2.8344 1.5690
H -0.0447 2.0459 4.8310
H 0.8831 3.3959 5.4904
H 1.0660 1.6495 6.1157
H 4.3564 3.5826 1.8172
H 2.7950 3.2279 0.9531
H 4.1115 2.0716 0.9789
C -0.6196 1.9808 1.3502
O 0.1703 1.3960 0.3718
C 0.5952 0.1148 0.4639
O 0.4833 -0.6168 1.4122
O 0.9830 -0.2847 -0.7802
C 1.3283 -1.6279 -1.0029
H -0.6782 3.0664 1.2723
H -0.3646 1.5600 2.3228
H -1.6713 1.7470 1.1844
H 0.5228 -2.2762 -0.6580
H 2.1941 -1.9539 -0.4267
H 1.5303 -1.8776 -2.0445
C -1.8028 4.6922 3.7944
O -2.4577 5.0141 4.9971
C -3.1941 4.0407 5.5803
O -3.3297 2.9038 5.0992
O -3.6617 4.4664 6.7259
C -4.5115 3.6513 7.5053
H -2.4434 4.2257 3.0459
H -0.9309 4.0419 3.8652
H -1.5380 5.6334 3.3127
H -4.3361 3.7339 8.5779
H -4.2823 2.6043 7.3069
H -5.5804 3.6315 7.2927
C -0.9907 10.1646 -0.7672
O -0.5678 8.9760 -0.2044
C -1.4993 8.2287 0.5053
O -2.6742 8.4364 0.6843
O -0.9573 7.0405 0.9933
C 0.4167 6.7060 0.9255
H -0.1449 10.5345 -1.3468
H -1.3211 10.9275 -0.0623
H -1.7998 9.8721 -1.4365
H 0.6260 5.7613 1.4272
H 0.8770 7.5231 1.4811
H 0.7320 6.7541 -0.1168
C 3.4002 -9.5010 2.2674
O 2.4747 -8.4828 1.7839
C 2.9866 -7.2416 1.5541
O 4.1692 -6.9561 1.5284
O 1.9851 -6.4308 1.3385
C 2.1832 -5.0868 1.0845
H 4.2550 -9.0823 2.7987
H 3.7557 -10.0379 1.3879
H 2.8851 -10.2002 2.9261
H 1.2318 -4.5867 0.9029
H 2.6272 -5.0146 0.0916
H 2.6546 -4.5591 1.9135
C -2.8364 -5.4217 -6.8227
O -2.0804 -4.2596 -6.4915
C -1.7037 -3.9426 -5.2787
O -1.7523 -4.6272 -4.3080
O -1.1738 -2.6607 -5.3055
C -0.8789 -1.9247 -4.0933
H -3.8763 -5.1803 -7.0425
H -2.8753 -6.1061 -5.9752
H -2.4092 -5.9638 -7.6663
H -0.5725 -0.8808 -4.1605
H -0.1789 -2.5215 -3.5085
H -1.7220 -1.9773 -3.4045
C -7.7291 -1.5000 1.6564
O -6.4223 -1.2958 2.1902
C -5.9416 -0.0931 2.4914
O -6.5613 0.9643 2.4443
O -4.6367 -0.2719 2.8889
C -3.7746 0.7825 3.1155
H -7.9472 -2.4292 1.1301
H -7.9100 -0.7622 0.8747
H -8.5031 -1.3072 2.3992
H -3.3043 0.6860 4.0941
H -4.2587 1.7467 3.2705
H -3.0220 0.7978 2.3272
*
```



Record 2
Here is a cluster of 7 separate species, C39H79BrINO20 in total in a non-equilibrium geometry from the OMol25 dataset. Energies are from ωB97M-V with the def2-TZVPD basis set.

Properties
frontier orbital gap = 0.3537 hartree
lowest unoccupied orbital energy = 0.005 Eh

ORCA input file:
```
! wB97M-V def2-TZVPD RIJCOSX def2/J DEFGRID3
* xyz 0 1
C 1.4928 5.0637 -2.6520
C 2.3582 3.9661 -3.3025
C 1.9156 3.5821 -4.7161
C 0.3923 3.4616 -4.9270
C -0.2026 4.4567 -5.9604
C -1.1421 5.5086 -5.3371
C -2.5492 5.5002 -5.9674
C -3.5711 6.2361 -5.0884
C -4.9009 5.4843 -4.9550
C -4.8527 4.3108 -3.9673
O -3.6929 3.5265 -4.1538
C -3.3155 2.7189 -3.0676
I -2.4635 4.0034 -1.5407
C -4.3716 1.6808 -2.6435
C -4.7957 1.4963 -1.1898
C -5.5549 2.6571 -0.5339
Br -3.3559 0.7873 -0.0387
O -6.0254 6.2835 -4.6374
C -5.8649 7.1397 -3.5121
N -7.0844 7.0770 -2.6834
H 0.6739 4.6342 -2.0809
H 2.0702 5.7162 -2.0039
H 1.0163 5.6477 -3.4386
H 2.3962 3.1166 -2.6206
H 3.3714 4.3650 -3.3379
H 2.3723 4.2708 -5.4241
H 2.3584 2.6079 -4.9280
H 0.1987 2.4614 -5.3178
H -0.1541 3.5151 -3.9884
H -0.6763 3.9253 -6.7826
H 0.6427 4.9928 -6.3890
H -1.2828 5.3032 -4.2783
H -0.7291 6.5152 -5.4058
H -2.4635 5.9716 -6.9470
H -2.8266 4.4646 -6.1374
H -3.8023 7.1862 -5.5721
H -3.1728 6.4666 -4.1005
H -5.1060 5.0531 -5.9364
H -4.9658 4.6963 -2.9522
H -5.7453 3.7127 -4.1746
H -2.4623 2.1785 -3.4551
H -3.9895 0.7102 -2.9596
H -5.2969 1.7957 -3.2032
H -5.4941 0.6680 -1.2042
H -5.2573 2.7344 0.5074
H -5.3939 3.6122 -1.0155
H -6.6182 2.4263 -0.5315
H -5.7712 8.1566 -3.8895
H -5.0180 6.8565 -2.8901
H -7.6812 6.3545 -3.0755
H -6.8228 6.7256 -1.7669
C 6.4146 -0.3375 0.0791
C 7.0830 0.9609 -0.3223
O 6.1293 1.9608 -0.7112
C 5.4657 2.5414 0.2882
O 5.6148 2.3232 1.4645
O 4.6023 3.4110 -0.2399
C 3.7520 4.0495 0.7154
H 5.7643 -0.6935 -0.7213
H 7.1653 -1.0992 0.2895
H 5.8012 -0.2068 0.9691
H 7.7048 0.8016 -1.2013
H 7.7231 1.3472 0.4708
H 4.3340 4.5306 1.4986
H 3.0622 3.3261 1.1488
H 3.1866 4.8016 0.1723
C 2.3340 -3.6592 -0.6065
C 2.7518 -2.8511 -1.8161
O 1.6184 -2.3149 -2.5172
C 1.0233 -1.2860 -1.9143
O 1.3633 -0.7779 -0.8755
O -0.0278 -0.9149 -2.6492
C -0.8163 0.1062 -2.0289
H 1.6318 -4.4437 -0.8940
H 3.2026 -4.1176 -0.1338
H 1.8365 -3.0329 0.1324
H 3.2650 -3.4871 -2.5348
H 3.4348 -2.0467 -1.5422
H -0.2062 0.9686 -1.7631
H -1.3144 -0.2871 -1.1502
H -1.5684 0.4121 -2.7501
C -3.0515 -0.7727 3.4937
C -3.5507 -1.7932 2.4945
O -3.3761 -3.1399 2.9661
C -4.2408 -3.5424 3.8960
O -5.1567 -2.9017 4.3453
O -3.9262 -4.7955 4.2364
C -4.7321 -5.3396 5.2837
H -2.0123 -0.9757 3.7567
H -3.1181 0.2315 3.0754
H -3.6333 -0.7994 4.4145
H -2.9608 -1.7261 1.5831
H -4.5929 -1.6217 2.2257
H -5.7896 -5.2732 5.0381
H -4.5320 -4.8223 6.2208
H -4.4495 -6.3838 5.3820
C -0.3064 -6.9799 1.0752
C -0.5712 -7.7376 -0.2082
O 0.5906 -8.4456 -0.6682
C 0.8863 -9.5604 -0.0011
O 0.2607 -10.0331 0.9133
O 1.9964 -10.0783 -0.5346
C 2.4752 -11.2483 0.1309
H 0.5488 -6.3127 0.9534
H -1.1784 -6.3883 1.3553
H -0.0778 -7.6577 1.8960
H -0.8161 -7.0397 -1.0069
H -1.4091 -8.4269 -0.1041
H 1.6996 -12.0084 0.1927
H 2.8319 -10.9953 1.1283
H 3.3034 -11.6256 -0.4622
C 3.3479 1.7355 5.2957
C 2.5298 2.2803 4.1446
O 1.1652 1.8291 4.1870
C 0.3859 2.4210 5.0916
O 0.7070 3.3019 5.8481
O -0.8295 1.8713 5.0063
C -1.7649 2.3530 5.9730
H 3.2888 0.6462 5.3228
H 4.3913 2.0301 5.1867
H 2.9837 2.1101 6.2512
H 2.9248 1.9086 3.2009
H 2.5595 3.3692 4.1095
H -1.8423 3.4374 5.9365
H -1.4750 2.0307 6.9719
H -2.7261 1.9141 5.7193
C 5.4176 -6.9425 5.2054
C 5.8063 -6.0966 4.0112
O 4.6598 -5.5763 3.3221
C 4.0439 -4.5555 3.9212
O 4.3761 -4.0290 4.9522
O 2.9924 -4.2142 3.1740
C 2.1821 -3.1776 3.7365
H 4.7378 -7.7396 4.9010
H 6.3041 -7.3879 5.6569
H 4.9106 -6.3466 5.9623
H 6.3280 -6.7082 3.2774
H 6.4707 -5.2802 4.2946
H 2.7781 -2.2981 3.9693
H 1.6773 -3.5382 4.6313
H 1.4408 -2.9207 2.9850
*
```



Record 3
Here is a structure of composition C39H80N4O8S2 in a non-equilibrium geometry from the OMol25 dataset. Energies are from ωB97M-V with the def2-TZVPD basis set.

Properties
frontier orbital gap (alpha / beta) = 0.3085 / 0.3427 hartree
lowest unoccupied orbital energy (alpha / beta) = 0.016 / 0.012 Eh

ORCA input file:
```
! wB97M-V def2-TZVPD RIJCOSX def2/J DEFGRID3
* xyz 0 5
C 3.1002 3.9083 5.7720
C 2.4401 2.6534 6.3343
O 1.0517 2.9239 6.5593
C 0.1571 2.0053 6.0331
O -0.6617 2.6023 5.0091
S -1.2423 4.0811 5.3829
O -1.0997 4.8293 4.1663
O -2.8356 3.5755 5.4005
S -3.7523 4.1312 6.6993
H 2.4210 4.3614 5.0480
H 4.0357 3.6647 5.2647
H 3.3024 4.6297 6.5642
H 2.8839 2.3735 7.2916
H 2.5685 1.8383 5.6175
H 0.6677 1.1860 5.5266
H -0.4895 1.6100 6.8235
H -2.8296 4.9013 7.3105
C -5.5086 -2.2270 2.7952
C -4.1068 -2.5398 3.3500
C -4.1156 -2.4802 4.8778
C -4.2649 -1.0571 5.4121
C -3.1929 -0.1358 4.8304
C -3.0897 -0.1764 3.3025
N -3.0712 -1.5962 2.8185
O -1.8845 -2.1125 2.8897
C -4.2435 0.6131 2.6586
C -1.8084 0.5242 2.8703
C -3.7654 -3.9495 2.8759
H -6.1686 -3.0715 2.9963
H -5.9797 -1.3596 3.2473
H -5.4743 -2.0769 1.7152
H -3.1814 -2.9076 5.2560
H -4.9255 -3.1128 5.2491
H -5.2617 -0.6656 5.1926
H -4.1785 -1.0681 6.5007
H -3.3796 0.8968 5.1331
H -2.2222 -0.4154 5.2554
H -4.2376 0.4804 1.5755
H -4.1125 1.6750 2.8669
H -5.2285 0.3450 3.0309
H -0.9251 0.1162 3.3595
H -1.8805 1.5730 3.1349
H -1.6605 0.4565 1.7927
H -3.7180 -3.9895 1.7861
H -4.5439 -4.6359 3.2099
H -2.8146 -4.2981 3.2723
C 1.2758 -0.4554 -4.0317
C 1.7953 -0.1932 -2.6068
C 2.9397 -1.1556 -2.2870
C 2.4688 -2.5973 -2.1069
C 1.3719 -2.6810 -1.0452
C 0.2068 -1.7085 -1.2583
N 0.7263 -0.3357 -1.5673
O 1.0248 0.3232 -0.4911
C -0.7381 -2.2063 -2.3636
C -0.6311 -1.6509 0.0167
C 2.2981 1.2478 -2.5965
H 2.0229 -0.1104 -4.7476
H 1.1092 -1.5056 -4.2551
H 0.3487 0.0830 -4.2324
H 3.4374 -0.8276 -1.3689
H 3.6819 -1.0969 -3.0873
H 2.1189 -3.0112 -3.0562
H 3.3130 -3.2183 -1.7991
H 0.9683 -3.6950 -0.9994
H 1.8204 -2.4799 -0.0666
H -1.4967 -1.4581 -2.5868
H -1.2475 -3.1112 -2.0280
H -0.2396 -2.4647 -3.2947
H -0.0414 -1.4112 0.8971
H -1.0945 -2.6220 0.1893
H -1.4255 -0.9088 -0.0727
H 1.4794 1.9435 -2.7871
H 3.0418 1.3699 -3.3846
H 2.7612 1.5170 -1.6504
C 6.2976 2.8350 -0.5004
C 6.8717 2.8628 0.9282
C 7.9702 1.8092 1.0801
C 7.4247 0.3805 1.0717
C 6.3393 0.1984 2.1341
C 5.2283 1.2509 2.0725
N 5.8135 2.6215 1.9557
O 6.1465 3.1030 3.1119
C 4.2622 0.9588 0.9118
C 4.3892 1.1913 3.3425
C 7.4409 4.2629 1.1360
H 7.0314 3.2573 -1.1872
H 6.0757 1.8375 -0.8689
H 5.3899 3.4363 -0.5671
H 8.5027 1.9820 2.0208
H 8.6974 1.9427 0.2761
H 7.0365 0.1223 0.0830
H 8.2396 -0.3189 1.2682
H 5.8845 -0.7904 2.0410
H 6.8076 0.2355 3.1231
H 3.5481 1.7744 0.7919
H 3.6922 0.0549 1.1294
H 4.7532 0.7903 -0.0431
H 4.9973 1.2763 4.2419
H 3.8666 0.2349 3.3807
H 3.6446 1.9897 3.3512
H 6.6525 5.0142 1.0700
H 8.1749 4.4672 0.3564
H 7.9335 4.3682 2.1000
C -5.4964 -1.5957 -5.0168
C -4.2161 -0.7624 -5.2096
C -4.4947 0.4257 -6.1304
C -4.7316 0.0072 -7.5803
C -3.5679 -0.8325 -8.1054
C -3.1947 -2.0173 -7.2086
N -3.0964 -1.5819 -5.7780
O -1.9458 -1.0361 -5.5411
C -4.2035 -3.1684 -7.3699
C -1.8386 -2.5700 -7.6405
C -3.8211 -0.2805 -3.8167
H -6.1879 -1.0430 -4.3807
H -6.0327 -1.8037 -5.9380
H -5.2733 -2.5438 -4.5256
H -3.6462 1.1159 -6.0895
H -5.3619 0.9685 -5.7475
H -5.6715 -0.5430 -7.6743
H -4.8404 0.8985 -8.2012
H -3.8001 -1.2144 -9.1020
H -2.6920 -0.1852 -8.2155
H -4.0050 -3.9549 -6.6404
H -4.1027 -3.6020 -8.3651
H -5.2415 -2.8645 -7.2704
H -1.0713 -1.7994 -7.6655
H -1.9318 -2.9871 -8.6435
H -1.5062 -3.3620 -6.9680
H -3.6015 -1.1272 -3.1655
H -4.6546 0.2728 -3.3839
H -2.9548 0.3782 -3.8285
*
```



no.,E_tot (eV)
1,-121546.152
2,-162307.744
3,-85743.472